Version one
14
Properties=species:S:1:pos:R:3:mulliken_charge:R:1 method="wB97M-V/def2-TZVPD" e_homo_ev=-8.826 smiles="CC1=COC(=S)CS1" orbital_gap_ev=8.86
C -0.78 0.15 -0.48 0.59
H -2.69 1.33 -0.09 0.35
S -0.16 -1.49 -0.67 -0.10
O 1.52 1.09 -0.50 -0.33
C 0.12 1.14 -0.22 -0.52
C 2.17 -0.05 -0.10 0.43
H 1.94 -1.96 0.80 0.39
S 3.67 -0.16 -0.43 -0.36
H 0.69 -0.84 1.47 0.29
H -0.13 2.09 0.04 0.46
C 1.28 -1.14 0.48 -0.65
H -2.48 -0.21 0.76 0.27
H -2.90 -0.26 -0.91 0.30
C -2.26 0.31 -0.16 -1.14

---

Version two
14
Properties=species:S:1:pos:R:3:mulliken_charge:R:1 method="wB97M-V/def2-TZVPD" e_homo_ev=-8.898 smiles="C=C[C@H]1OCC(=S)S1" orbital_gap_ev=8.53
C 2.01 -0.16 0.08 0.24
H -2.62 -0.20 2.07 0.19
S 3.48 -0.10 0.57 -0.26
C -1.33 -0.71 0.49 -0.19
S 1.17 -1.65 -0.50 -0.08
H -2.35 1.16 0.61 0.28
C -2.13 0.14 1.03 -0.55
H -0.92 -1.23 -1.50 0.40
H -1.06 -1.76 1.10 0.15
H 2.19 1.39 -1.31 0.23
C -0.35 -0.61 -0.78 0.06
O 0.06 0.63 -1.34 -0.34
C 1.16 1.04 -0.55 -0.40
H 0.70 2.06 0.04 0.26

---

Version three
14
Properties=species:S:1:pos:R:3:mulliken_charge:R:1 method="wB97M-V/def2-TZVPD" e_homo_ev=-8.737 orbital_gap_ev=8.48
C -0.07 1.08 0.26 -0.09
H -0.50 -1.82 -1.49 0.29
H -2.05 0.01 -0.25 0.46
S -0.74 2.17 1.52 -0.23
C -0.97 -0.10 -0.18 -0.19
C 0.72 -0.14 0.76 -0.01
C -0.16 -0.80 -1.29 -0.54
O -0.52 -0.83 0.99 -0.45
H -0.09 -0.25 -2.23 0.31
S 2.61 -1.33 -0.95 -0.30
H 0.37 1.73 -0.52 0.24
H 1.44 -0.08 1.61 0.48
H -1.21 1.16 2.30 0.14
C 1.16 -0.79 -0.54 -0.10

---

Version four
14
Properties=species:S:1:pos:R:3:mulliken_charge:R:1 method="wB97M-V/def2-TZVPD" e_homo_ev=-8.614 smiles="O[C@@H]1[C@@H]2CC(=S)S[C@@H]12" orbital_gap_ev=8.54
H -1.94 -2.58 -0.22 0.34
S 2.87 2.12 0.63 -0.25
H 1.48 -0.17 -1.22 0.27
H -2.43 -0.33 0.27 0.35
C -0.48 0.35 -0.33 -0.20
C 0.91 0.70 -0.81 -0.78
O -1.48 -1.89 -0.76 -0.49
C -1.46 -0.72 -0.03 -0.01
C 1.58 1.17 0.53 0.23
S 0.70 0.52 1.95 -0.12
H -0.95 1.25 0.05 0.27
C -0.22 -0.56 0.86 -0.19
H 0.43 -1.38 0.58 0.25
H 0.99 1.51 -1.51 0.34

---

Of them, version two has the lowest stability.

---

Version one
39
Properties=species:S:1:pos:R:3:mulliken_charge:R:1 method="wB97M-V/def2-TZVPD" e_homo_ev="-4.429 / -4.457" charge=-1 orbital_gap_ev="5.57 / 5.39"
C -1.96 -1.70 -0.69 -1.08
H 0.23 2.77 1.41 0.17
O -1.24 2.94 2.46 -0.82
H -1.50 -2.41 -1.37 0.28
C 0.43 -0.34 -2.16 -0.91
H 1.99 -1.78 -2.29 0.37
Se 0.28 -1.22 3.19 -0.41
Sb 2.93 -1.01 2.46 0.78
H -2.38 0.36 -0.50 0.34
N -0.37 0.24 -1.08 0.77
Se 3.81 -3.16 1.60 -0.65
H -1.44 -2.79 0.99 0.24
H 1.60 2.42 -1.17 0.44
H -1.36 2.02 -0.64 0.49
Se 4.21 0.63 3.75 -0.60
C -0.46 1.73 -1.17 -0.67
C -1.77 -0.26 -1.15 -0.75
Se 2.82 0.38 -0.23 -0.58
H 0.65 -2.89 -0.15 0.24
O -3.13 1.54 1.15 -0.72
H -1.90 -1.28 1.29 0.16
O -0.69 0.67 1.37 0.48
N 1.00 2.37 0.84 -0.31
H -2.14 -0.14 -2.18 0.49
H 1.25 0.34 -2.37 0.60
O -2.29 0.70 3.54 -0.66
C 0.69 2.58 -0.60 -1.12
W 0.90 -0.07 1.18 -0.30
N -1.35 -1.84 0.64 -0.17
C 1.01 -1.73 -1.82 -1.17
H -3.03 -1.90 -0.68 0.56
Se -1.95 1.52 2.23 1.37
H -0.17 -0.42 -3.07 0.43
H 0.38 -2.50 -2.28 0.42
H 2.14 -2.33 -0.21 0.20
H 0.39 3.62 -0.76 0.55
N 1.17 -2.04 -0.37 -0.22
H -0.58 2.02 -2.22 0.47
H 1.83 2.92 1.05 0.28

---

Version two
39
Properties=species:S:1:pos:R:3:mulliken_charge:R:1 method="wB97M-V/def2-TZVPD" e_homo_ev=-4.892 charge=-1 orbital_gap_ev=6.39
H 0.79 -2.93 0.44 0.36
H -2.37 -1.71 1.39 0.34
Se -1.61 6.48 -0.69 -0.59
H -2.06 1.68 0.85 0.25
H -0.20 -1.47 -1.62 0.02
Se 2.09 1.08 -2.12 1.13
N -0.65 -2.35 -1.86 -0.42
H -2.15 -0.59 -1.01 0.31
H -2.85 1.79 -0.56 0.33
N 2.87 0.04 2.07 -0.57
C -2.42 -0.14 -0.05 -0.70
H 2.04 -0.85 0.35 0.08
O 2.27 0.63 -3.64 -0.62
C -0.27 -2.69 0.58 -0.71
O 1.56 2.69 -1.94 -0.45
C 0.57 -0.82 1.88 -0.74
C -1.03 -3.10 -0.67 -0.78
C -1.74 -0.85 1.11 -1.21
H 3.65 -0.37 2.55 0.23
H -0.63 -3.29 1.44 0.29
H 0.39 -1.34 2.84 0.25
N -0.38 -1.27 0.86 0.97
W -0.31 2.35 -1.17 1.23
Sb 0.28 5.03 -0.72 0.64
H -3.50 -0.24 0.07 0.42
O 3.24 0.70 -1.08 -0.63
N -2.09 1.31 -0.10 -0.50
O 0.54 0.58 -1.50 -0.50
H -1.76 -0.19 1.98 0.62
C 2.02 -0.97 1.44 -0.37
H -2.11 -3.00 -0.50 0.21
H -0.86 -4.17 -0.84 0.51
H -0.02 -2.87 -2.46 0.31
H 0.40 0.24 2.05 0.18
Se -0.08 3.19 1.13 -0.61
Se 2.51 5.79 -0.80 -0.56
H 2.40 -1.97 1.66 0.34
H 3.24 0.67 1.36 0.27
Se -1.79 2.94 -2.77 -0.34

---

Of them, version one has the lowest stability.